P:
Computed, not measured: one molecule with the formula C3H9NOS, with ωB97M-V/def2-TZVPD.

* highest occupied orbital energy: -8.51 eV

Each line ends with the natural charge from an NBO analysis.
Geometry (Å):
N: 0.45101 -0.67049 1.63016  -0.87
C: 0.59682 0.22592 0.43126  -0.08
C: 0.25804 1.71566 0.84202  -0.08
O: -1.02674 1.98172 0.34897  -0.72
C: -0.44350 -0.08363 -0.74752  -0.54
S: 0.16630 -1.60173 -1.48538  -0.04
H: -0.36855 -0.98276 1.95647  0.35
H: 0.68537 -0.20973 2.56542  0.35
H: 1.60774 0.08860 0.26569  0.20
H: 0.98567 2.33432 0.25706  0.18
H: 0.32065 1.66443 2.01195  0.16
H: -1.49321 2.03084 1.24764  0.48
H: -0.67948 0.75715 -1.37818  0.25
H: -1.51446 -0.36104 -0.25032  0.22
H: 0.38413 -2.00206 -0.26717  0.13

Q:
Computed, not measured: a 2-piece molecular cluster, C3H9NOS overall, with ωB97M-V/def2-TZVPD.

* highest occupied orbital energy (alpha / beta): -7.88 / -8.17 eV

Each line ends with the natural charge from an NBO analysis.
Geometry (Å):
C: -1.26404 1.41832 0.41819  -0.70
C: -1.18909 0.72022 -0.76485  -0.25
C: 1.00371 -1.66515 0.40564  0.05
N: 1.07648 -0.48010 -0.34113  -0.70
O: 0.24020 -2.68860 -0.26503  -0.71
S: 1.78146 0.79515 0.27650  0.41
H: -1.89346 0.96153 1.21053  0.21
H: -0.08572 1.55964 1.00338  0.18
H: -1.79390 2.42018 0.27563  0.24
H: -1.48444 -0.27658 -0.88980  0.19
H: -0.51642 1.22669 -1.43196  0.17
H: 0.51491 -1.45438 1.37063  0.15
H: 2.01711 -2.07945 0.56932  0.17
H: -0.06365 -2.15994 -0.98723  0.47
H: 1.65687 1.70245 -0.84983  0.12

Looking at the structures above, P is most stable, and the difference to the next one is 2.673 eV.